{
  "formula": "C38H46N6O2",
  "method": "ωB97M-V/def2-TZVPD",
  "symbols": ["C", "C", "C", "N", "C", "C", "H", "H", "H", "H", "H", "C", "C", "C", "N", "C", "C", "H", "H", "H", "H", "H", "C", "C", "C", "N", "C", "C", "H", "H", "H", "H", "H", "C", "C", "C", "N", "C", "C", "H", "H", "H", "H", "H", "C", "C", "C", "N", "C", "C", "H", "H", "H", "H", "H", "C", "C", "C", "N", "C", "C", "H", "H", "H", "H", "H", "C", "C", "C", "O", "C", "H", "H", "H", "H", "H", "H", "H", "H", "C", "C", "C", "O", "C", "H", "H", "H", "H", "H", "H", "H", "H"],
  "positions_angstrom": [[12.673, 26.067, 31.548], [12.335, 26.557, 32.833], [12.307, 25.674, 33.895], [12.610, 24.402, 33.714], [12.761, 23.896, 32.461], [12.816, 24.716, 31.323], [12.706, 26.797, 30.753], [12.170, 27.616, 32.963], [11.975, 25.950, 34.885], [12.970, 22.837, 32.438], [13.208, 24.260, 30.426], [20.674, 27.965, 27.012], [19.448, 28.546, 27.384], [19.180, 28.705, 28.740], [20.046, 28.332, 29.746], [21.137, 27.701, 29.290], [21.461, 27.442, 28.000], [21.241, 28.009, 26.094], [18.735, 28.977, 26.698], [18.305, 29.218, 29.110], [21.810, 27.339, 30.054], [22.430, 27.014, 27.791], [15.288, 27.071, 38.008], [16.325, 27.215, 37.161], [17.208, 28.330, 37.370], [16.988, 29.277, 38.288], [16.015, 28.978, 39.243], [15.133, 27.931, 39.073], [14.599, 26.253, 37.860], [16.606, 26.517, 36.386], [17.986, 28.531, 36.648], [15.989, 29.503, 40.186], [14.414, 27.787, 39.866], [15.479, 28.054, 32.149], [15.218, 28.661, 33.388], [16.301, 29.185, 34.142], [17.543, 28.820, 33.855], [17.881, 28.289, 32.661], [16.892, 27.923, 31.804], [14.641, 27.689, 31.575], [14.210, 28.899, 33.694], [16.126, 29.737, 35.054], [18.918, 28.148, 32.394], [17.099, 27.393, 30.886], [22.624, 29.450, 33.764], [21.434, 28.816, 33.244], [21.617, 27.472, 32.856], [22.720, 26.719, 33.007], [23.771, 27.401, 33.586], [23.754, 28.719, 33.998], [22.469, 30.470, 34.081], [20.495, 29.336, 33.124], [20.855, 26.968, 32.280], [24.640, 26.763, 33.637], [24.665, 29.179, 34.350], [11.306, 31.201, 36.711], [10.478, 30.211, 36.157], [10.995, 28.960, 35.840], [12.244, 28.533, 36.069], [13.082, 29.522, 36.582], [12.643, 30.792, 36.958], [10.981, 32.171, 37.058], [9.399, 30.200, 36.195], [10.362, 28.192, 35.421], [14.105, 29.177, 36.596], [13.347, 31.441, 37.457], [16.519, 33.258, 34.824], [16.279, 33.241, 36.336], [15.301, 34.347, 36.562], [14.409, 34.211, 35.447], [15.126, 33.720, 34.293], [17.000, 32.424, 34.312], [17.172, 34.063, 34.489], [17.161, 33.461, 36.939], [15.862, 32.330, 36.766], [15.710, 35.353, 36.468], [14.767, 34.325, 37.512], [15.073, 34.533, 33.569], [14.703, 32.806, 33.875], [15.503, 26.465, 28.178], [16.179, 26.385, 26.821], [15.443, 27.493, 25.996], [14.872, 28.398, 26.992], [14.985, 27.929, 28.322], [16.092, 26.009, 28.974], [14.634, 25.816, 28.067], [16.140, 25.375, 26.413], [17.223, 26.683, 26.917], [14.727, 26.936, 25.392], [16.355, 27.839, 25.509], [13.955, 27.871, 28.674], [15.658, 28.529, 28.934]],
  "atomic_forces_ev_per_a": [[-0.94, 0.92, 0.79], [0.40, -0.20, -1.13], [-0.17, 0.02, -0.69], [-0.61, -1.84, -0.88], [0.56, 1.52, 1.32], [0.77, -0.87, 1.22], [0.19, -0.07, -0.28], [-0.13, 0.05, 0.11], [0.40, 0.31, 0.19], [-0.05, -0.10, -0.22], [-0.50, 0.25, -0.43], [0.01, 0.40, 0.07], [0.42, 0.20, 0.13], [1.33, -0.47, 1.23], [-0.62, -0.07, -2.12], [-0.56, -0.31, 2.46], [0.53, 0.36, -0.43], [-1.15, -0.01, -0.89], [0.13, -0.05, -0.29], [-0.27, 0.01, -0.25], [0.15, 0.09, 0.30], [-0.03, -0.15, -0.12], [-1.14, -1.06, -0.07], [2.50, 1.34, -0.16], [-1.87, 0.32, -0.12], [-0.50, -1.24, 1.60], [1.01, -0.41, -1.83], [0.43, 0.81, 1.06], [-0.15, -0.09, 0.08], [-0.36, -0.09, -0.11], [0.23, -0.02, -0.02], [0.10, 0.70, -0.28], [-0.28, -0.24, -0.18], [2.37, 0.55, 1.74], [0.53, 1.04, -1.02], [-0.29, -2.24, -1.03], [1.25, 1.57, 0.14], [-1.30, 0.19, 1.11], [-3.17, -0.92, -0.95], [0.39, -0.08, -0.33], [-0.16, -0.19, 0.11], [0.07, 0.03, 0.18], [0.04, -0.06, 0.24], [0.33, 0.19, -0.24], [-3.57, -0.24, -0.03], [2.99, -0.67, 0.36], [-0.32, 0.21, -0.32], [0.93, 2.50, 0.91], [-1.13, -1.93, -0.90], [0.64, -0.26, -0.70], [0.55, 0.23, -0.02], [0.12, 0.03, -0.06], [-0.49, -0.07, 0.21], [0.35, 0.26, 0.35], [-0.02, -0.01, 0.22], [0.84, -1.92, 0.28], [0.15, 0.22, 0.83], [0.95, -0.81, 0.46], [0.68, 2.64, 0.04], [-1.65, -1.43, -0.87], [-0.37, -0.11, -0.60], [-0.24, -0.03, -0.15], [-0.16, 0.87, -0.52], [-0.40, 0.00, 0.01], [0.23, 0.34, 0.60], [0.04, 0.23, -0.17], [-0.13, 1.66, -0.68], [1.16, 0.13, 0.82], [-0.55, 0.49, -1.24], [-0.76, -0.56, -0.18], [0.13, -0.81, 0.95], [-0.69, -0.58, 0.39], [0.47, 0.32, 0.82], [0.37, -0.23, -0.21], [0.00, -0.31, -0.50], [0.61, 0.08, 0.22], [-0.24, -0.32, -0.16], [0.58, -0.22, -0.24], [-0.95, 0.25, 0.04], [-0.76, -0.49, -0.19], [0.11, 0.76, 0.74], [1.35, -1.73, 2.18], [0.62, -0.01, -1.85], [0.28, -2.02, -0.59], [0.09, 0.50, 0.22], [-0.32, -0.01, 0.31], [-0.08, 0.16, -0.18], [0.15, -0.18, -0.01], [-0.36, 1.00, -0.30], [-1.03, 1.26, -0.89], [0.18, 0.43, 0.67], [-0.20, 0.31, -0.03]],
  "total_charge": 0,
  "e_tot_ha": -1954.42231,
  "homo_energy_ha": -0.3413,
  "smiles": "c1ccncc1.c1ccncc1.c1ccncc1.c1ccncc1.c1ccncc1.c1ccncc1.C1CCOC1.C1CCOC1",
  "e_above_lowest_ev": 0.045,
  "max_force_ev_per_a": 3.58,
  "lumo_ev": 0.6
}